(1)
C33H14BrF16GeMnN2O2S2 | ωB97M-V with the def2-TZVPD basis set

Structure (XYZ):
```
72
Properties=species:S:1:pos:R:3
Mn 0.046 -2.478 -0.149
Br 7.005 -0.116 -2.283
C 5.422 -1.173 -2.297
C 4.797 -1.466 -1.098
C 3.648 -2.249 -1.119
C 3.139 -2.734 -2.316
C 3.783 -2.420 -3.504
C 4.928 -1.633 -3.506
C 1.892 -3.597 -2.346
O 1.606 -4.199 -3.369
O 1.230 -3.603 -1.231
H 5.195 -1.085 -0.167
H 3.136 -2.486 -0.197
H 3.367 -2.802 -4.429
H 5.428 -1.377 -4.433
F 1.068 4.139 -2.242
C -0.003 3.553 -2.803
C -0.685 2.534 -2.165
C -1.813 2.056 -2.814
F -2.567 1.100 -2.263
C -2.227 2.534 -4.039
F -3.315 2.052 -4.639
C -1.503 3.534 -4.649
F -1.889 4.010 -5.829
C -0.391 4.053 -4.031
F 0.290 5.038 -4.622
Ge -0.100 1.562 -0.531
S 0.381 -0.417 -1.131
C 1.467 2.463 0.257
C 1.523 2.994 1.532
F 0.441 3.052 2.320
C 2.691 3.495 2.076
F 2.711 4.010 3.306
C 3.847 3.460 1.336
F 4.969 3.951 1.844
C 3.843 2.922 0.070
F 4.970 2.892 -0.634
C 2.662 2.427 -0.447
F 2.713 1.923 -1.676
C -1.660 1.881 0.656
C -2.152 3.162 0.788
F -1.520 4.193 0.208
C -3.286 3.461 1.515
F -3.727 4.714 1.626
C -3.972 2.442 2.131
F -5.074 2.709 2.820
C -3.517 1.154 2.032
F -4.194 0.171 2.628
C -2.364 0.887 1.312
F -1.972 -0.379 1.296
C -5.735 -3.215 0.899
N -4.655 -3.406 -0.052
C -3.361 -3.128 0.187
N -3.076 -2.546 1.364
S -2.172 -3.522 -0.946
H -6.682 -3.288 0.370
H -5.693 -2.219 1.346
H -5.723 -3.959 1.701
H -4.818 -3.932 -0.891
H -3.784 -2.168 1.967
H -2.121 -2.265 1.528
F 1.188 -2.177 6.029
C 0.915 -2.315 4.702
C -0.039 -3.221 4.307
C -0.315 -3.335 2.940
C 0.318 -2.576 1.951
C 1.290 -1.686 2.438
C 1.604 -1.545 3.792
H -0.544 -3.826 5.051
H -1.060 -4.074 2.649
H 1.833 -1.059 1.737
H 2.363 -0.853 4.139
```

Results
- E_tot: -9722.228787 Ha
- HOMO level (spin up / spin down): -5.112 / -6.253 eV
- Energy above the lowest of the compared OMol25 structures with the same formula, charge and spin: 70.1 kJ/mol
- Total charge: -1
- Spin multiplicity: 6
- LUMO energy (spin up / spin down): 1.813 / 1.807 eV



(2)
C5H6O2 | ωB97M-V with the def2-TZVPD basis set

Structure (XYZ):
```
13
Properties=species:S:1:pos:R:3
C -1.636 -0.775 -0.129
C -0.279 -0.189 0.143
C 0.251 1.310 0.001
C 0.932 0.116 -0.630
C 1.704 -0.445 0.523
O 2.823 -0.430 0.931
O 0.525 -0.769 1.215
H -2.317 -0.557 0.701
H -1.666 -1.862 -0.293
H -2.025 -0.283 -1.022
H 0.561 1.684 0.971
H 0.100 2.142 -0.709
H 1.027 0.058 -1.701
```

Results
- E_tot: -344.527815 Ha
- HOMO level: -9.920 eV
- Energy above the lowest of the compared OMol25 structures with the same formula, charge and spin: 194.5 kJ/mol
- Total charge: 0
- LUMO energy: 0.856 eV



Q: Look up the energy above the lowest of the compared OMol25 structures with the same formula, charge and spin of the first one.
A: 70.1 kJ/mol



Repeat the second record exactly.
C5H6O2 | ωB97M-V with the def2-TZVPD basis set

Structure (XYZ):
```
13
Properties=species:S:1:pos:R:3
C -1.636 -0.775 -0.129
C -0.279 -0.189 0.143
C 0.251 1.310 0.001
C 0.932 0.116 -0.630
C 1.704 -0.445 0.523
O 2.823 -0.430 0.931
O 0.525 -0.769 1.215
H -2.317 -0.557 0.701
H -1.666 -1.862 -0.293
H -2.025 -0.283 -1.022
H 0.561 1.684 0.971
H 0.100 2.142 -0.709
H 1.027 0.058 -1.701
```

Results
- E_tot: -344.527815 Ha
- HOMO level: -9.920 eV
- Energy above the lowest of the compared OMol25 structures with the same formula, charge and spin: 194.5 kJ/mol
- Total charge: 0
- LUMO energy: 0.856 eV